Record 1
# C14H41BN6O4P2

3 unconnected molecules or ions with the total composition C14H41BN6O4P2 (ωB97M-V/def2-TZVPD, the Open Molecules 2025 dataset).

XYZ file:
```
68
Properties=species:S:1:pos:R:3:lowdin_charge:R:1
C 2.42495 -0.08886 2.99806 -0.1928
B 1.21071 1.02385 2.76424 -0.5264
C -0.21678 0.27618 3.19938 -0.7178
O -0.95640 0.69000 4.14351 -0.1972
O -0.51710 -0.78250 2.53834 -0.1884
H 3.41907 0.27364 2.69831 -0.0056
H 2.19003 -1.04727 2.52072 0.0052
H 2.46361 -0.29016 4.07988 0.0116
H 1.45389 1.98967 3.51775 0.0232
H 1.10902 1.34962 1.58307 0.0124
O 2.94073 2.87064 -0.00302 -0.2390
P 2.85169 3.74294 -1.19419 0.6562
N 3.88945 5.06787 -0.79170 -0.3378
C 3.49910 6.21821 -0.01049 -0.1278
C 5.26355 4.66910 -0.55268 -0.1489
N 1.16881 4.07902 -1.18950 -0.3139
C 0.58734 5.39521 -1.12895 -0.1600
C 0.32338 3.10113 -0.48370 -0.1200
N 2.97980 4.02245 -2.86626 -0.3228
C 3.60057 5.15224 -3.51923 -0.1302
C 2.14339 3.21286 -3.73706 -0.1348
H 4.15980 7.05965 -0.25613 0.0733
H 3.54798 6.03849 1.07239 0.0928
H 2.49632 6.55808 -0.24800 0.0384
H 5.68759 4.19606 -1.44733 0.0691
H 5.34911 3.96040 0.27992 0.0811
H 5.87864 5.54339 -0.32707 0.0720
H 0.60352 5.81484 -0.11367 0.0790
H -0.46012 5.35089 -1.44512 0.0737
H 1.07724 6.09204 -1.81810 0.0648
H 0.29865 3.26154 0.59667 0.0830
H 0.67560 2.08751 -0.64388 0.0665
H -0.69803 3.16768 -0.87391 0.0771
H 3.03191 6.07746 -3.37086 0.0737
H 3.66124 4.96523 -4.59562 0.0720
H 4.62348 5.31747 -3.18604 0.0619
H 1.23209 3.75032 -4.02383 0.0809
H 1.84524 2.28974 -3.24268 0.0799
H 2.68372 2.92920 -4.64648 0.0711
O -1.35894 -5.28897 -1.00776 -0.3110
P -2.40037 -5.19201 0.06302 0.6353
N -3.82936 -4.88218 -0.86797 -0.3408
C -4.25185 -3.56936 -1.29688 -0.1275
C -4.13824 -5.91500 -1.83221 -0.1640
N -1.80726 -3.92945 1.01036 -0.3081
C -2.52555 -2.69546 1.31342 -0.1259
C -0.36724 -3.64618 0.93701 -0.1193
N -3.28342 -5.84259 1.35631 -0.3181
C -4.72004 -5.83995 1.53092 -0.1258
C -2.53930 -6.18542 2.56102 -0.1307
H -5.33528 -3.57965 -1.47103 0.0736
H -3.75250 -3.23633 -2.21933 0.0849
H -4.08400 -2.81608 -0.53349 0.0453
H -4.30036 -6.87671 -1.32824 0.0668
H -3.33506 -6.04987 -2.56986 0.0698
H -5.05945 -5.67263 -2.36781 0.0709
H -2.48944 -1.98808 0.47770 0.0814
H -2.05763 -2.19184 2.17013 0.0586
H -3.57005 -2.88207 1.59499 0.0671
H -0.11609 -3.02027 0.07509 0.0859
H 0.20632 -4.57074 0.86512 0.0584
H -0.05942 -3.11102 1.83738 0.0742
H -5.10080 -4.83259 1.72411 0.0791
H -4.98772 -6.47138 2.38319 0.0717
H -5.24750 -6.25515 0.67360 0.0591
H -2.60992 -5.38806 3.30642 0.0912
H -1.48559 -6.34101 2.33751 0.0739
H -2.91673 -7.11581 3.00047 0.0683
```

Values from the calculation:
Charge: -2
Largest force on an atom, eV/A: 5.31
E_LUMO, eV: 4.0
DFT total energy, Eh: -1894.96114
Spin multiplicity: 1
HOMO energy, eV: 1.138



Record 2
# C14H41N3O5

5 unconnected molecules or ions with the total composition C14H41N3O5 (ωB97M-V/def2-TZVPD, the Open Molecules 2025 dataset).

XYZ file:
```
63
Properties=species:S:1:pos:R:3:mulliken_spin:R:1
O -0.88133 -0.28800 -0.41644 -0.2419
H -0.25340 -0.29583 0.30597 0.0656
H -1.70686 -0.56633 -0.01988 -0.0025
C 4.99943 -2.15840 -2.38080 0.0420
C 5.10116 -0.78890 -1.72706 0.0914
C 3.71503 -0.03763 -1.47970 -0.0778
O 2.93647 0.24662 -2.66136 -0.0957
C 1.57213 0.51885 -2.33146 -0.0539
N 5.77121 -1.09084 -0.51556 0.0791
H 5.95817 -2.65331 -2.53565 -0.0805
H 4.55574 -1.95372 -3.35515 0.0121
H 4.37148 -2.85179 -1.82135 0.0478
H 5.75507 -0.15667 -2.32773 0.0310
H 3.87596 0.83718 -0.84969 0.0818
H 3.11065 -0.74277 -0.90907 0.1788
H 1.12413 0.82326 -3.27736 0.0034
H 1.58722 1.27784 -1.54928 0.0042
H 1.07807 -0.39101 -1.99063 0.0278
H 6.12157 -0.20918 -0.16912 -0.1142
H 6.64986 -1.38604 -0.91672 -0.0367
C 1.35904 2.31714 1.44462 0.1121
C 1.63207 1.42133 2.62309 -0.9834
C 2.08732 0.01010 2.13680 0.8484
O 1.02993 -0.69910 1.38523 -2.4842
C 1.18997 -2.17354 1.50171 2.6730
N 2.48030 1.98233 3.59136 0.1760
H 0.43238 1.97945 0.98055 -0.0298
H 2.22010 2.31605 0.77628 -0.0723
H 1.16073 3.35332 1.71867 -0.0248
H 0.63094 1.40131 3.05372 0.6685
H 2.37504 -0.51345 3.04850 0.2343
H 3.07458 0.03198 1.67534 0.5932
H 1.19664 -2.49682 2.54265 -0.7255
H 2.20993 -2.41355 1.20142 -0.0062
H 0.48037 -2.69826 0.86199 0.2779
H 2.71868 1.24455 4.23862 -0.3164
H 3.40776 2.25423 3.29811 -0.1374
C -2.36785 0.59885 2.81810 -0.3288
C -3.52889 -0.01624 2.04551 0.1985
C -4.25794 1.11791 1.29906 0.0247
O -5.38909 0.63112 0.66715 -0.1119
C -5.94418 1.43931 -0.38715 0.0467
N -2.98719 -1.13119 1.24470 0.0613
H -1.88238 -0.11955 3.47865 -0.1288
H -2.66110 1.44294 3.44229 -0.0729
H -1.61640 1.02510 2.15347 0.4513
H -4.18079 -0.45544 2.80065 0.2874
H -3.58871 1.52790 0.54266 0.0509
H -4.52234 1.99557 1.88890 -0.0973
H -5.23734 1.82941 -1.11947 0.0038
H -6.40070 2.29512 0.11013 -0.0154
H -6.76664 1.02493 -0.97021 0.0022
H -2.34677 -1.62757 1.84766 -0.0824
H -3.73457 -1.76777 1.00744 -0.0419
C -4.01759 -0.62570 -3.02633 0.0296
C -2.60149 -0.32918 -3.42431 0.0129
O -1.75804 -1.38531 -3.03628 -0.0559
H -4.62387 0.27220 -3.14589 0.0019
H -4.08032 -0.96541 -1.99252 -0.0206
H -4.44436 -1.43370 -3.62056 -0.0032
H -2.09944 0.57158 -3.07122 0.0001
H -2.63684 -0.31246 -4.51361 0.0117
H -1.45244 -1.05271 -2.18917 0.0110
```

Values from the calculation:
Charge: -1
Energy above the lowest of the compared OMol25 structures with the same formula, charge and spin, eV: 0.000
Largest force on an atom, eV/A: 2.77
E_LUMO (alpha / beta), eV: 2.8 / 2.7
DFT total energy, Eh: -1098.31701
Spin multiplicity: 2
Expectation value of S²: 0.750
HOMO energy (alpha / beta), eV: 0.932 / -6.784



Record 3
# C14H42AlO26S3Y

A molecular structure, C14H42AlO26S3Y (ωB97M-V/def2-TZVPD, the Open Molecules 2025 dataset).

XYZ file:
```
87
Properties=species:S:1:pos:R:3:lowdin_charge:R:1
Y 5.19651 0.52453 -0.63730 1.1793
Al -3.00800 3.82366 -4.31550 0.9940
S -0.92763 -0.39965 -0.25979 0.1876
O -1.39014 -0.61347 -1.64142 -0.2271
O 0.51175 -0.21615 -0.31234 -0.2426
O -1.62247 0.77339 0.21546 -0.2603
O -1.18013 -1.56252 0.59268 -0.2511
S 2.68391 6.27642 -0.70897 0.2218
O 3.31150 5.03363 -0.24317 -0.2154
O 2.88667 7.24206 0.36894 -0.1750
O 3.29478 6.81285 -1.92769 -0.2016
O 1.27736 6.00645 -0.91912 -0.2264
S 3.35177 1.73222 -6.27931 0.1662
O 3.87492 1.34480 -5.01403 -0.2404
O 3.83975 0.87097 -7.33754 -0.2208
O 1.90506 1.66254 -6.20364 -0.1922
O 3.72126 3.12456 -6.52057 -0.1768
C -1.41695 -6.45828 4.26434 -0.1733
C -0.50478 -7.08999 3.11131 -0.2660
O 0.10415 -6.06740 2.38971 -0.0709
O -2.59010 -5.79200 3.67961 -0.0877
H -0.72987 -5.79341 4.78777 0.1185
H -1.86056 -7.35907 4.68845 0.1094
H -0.97610 -7.77075 2.40242 0.1111
H 0.26296 -7.71133 3.57241 0.1084
H -0.60082 -5.44754 2.18874 0.0772
H -2.43074 -4.84722 3.61944 0.0733
C 6.00652 -0.94483 4.41441 -0.2673
C 7.47160 -0.88410 3.85507 -0.2110
O 7.57417 -1.05165 2.43503 -0.1426
O 5.22450 -0.09042 3.68109 -0.0885
H 6.06640 -0.56206 5.43323 0.1139
H 5.63519 -1.95872 4.56358 0.1168
H 8.03645 -1.68417 4.33354 0.1134
H 8.01873 0.05249 3.96249 0.1170
H 8.27902 -1.68881 2.29788 0.0774
H 4.40246 0.08841 4.14354 0.0993
C -8.37396 -2.01692 2.56089 -0.2626
C -7.37452 -1.00104 2.09970 -0.2607
O -6.36249 -0.83339 3.09606 -0.0512
O -9.18216 -1.33484 3.48690 -0.0760
H -7.90531 -2.95708 2.85170 0.1230
H -9.22767 -2.23346 1.91872 0.1235
H -7.97035 -0.10027 1.95234 0.1179
H -6.96793 -1.34105 1.14726 0.1180
H -5.63860 -0.53170 2.54237 0.0822
H -8.75108 -1.24805 4.34027 0.0863
C -7.59339 6.64209 -0.80192 -0.2813
C -7.08566 7.98031 -1.11259 -0.2657
O -6.04028 7.85301 -2.07111 -0.0520
O -6.60437 5.61190 -0.61295 -0.0554
H -8.28729 6.29781 -1.56877 0.1176
H -8.27241 6.67195 0.05023 0.1213
H -6.76632 8.16452 -0.08683 0.1196
H -7.88805 8.64709 -1.42830 0.1291
H -5.66810 8.73115 -2.18040 0.0846
H -6.11295 5.77432 0.19558 0.0849
C 7.16718 -3.69962 -3.41172 -0.2128
C 6.46055 -4.52387 -2.32768 -0.1894
O 5.47546 -3.69463 -1.58612 -0.1405
O 7.66565 -2.37481 -3.07545 -0.1189
H 6.45528 -3.45429 -4.19980 0.1198
H 8.02680 -4.30487 -3.69952 0.1174
H 7.13402 -5.05354 -1.65389 0.1094
H 5.81946 -5.26775 -2.80070 0.1156
H 4.84442 -4.25742 -1.13151 0.0720
H 8.36342 -2.17083 -3.70244 0.0756
C 1.21737 -4.32413 -5.72570 -0.3080
C 1.37122 -4.35573 -7.20742 -0.2457
O 2.73909 -4.09271 -7.51357 -0.0766
O -0.09444 -4.40451 -5.35380 -0.0445
H 1.66867 -3.40669 -5.34791 0.1294
H 1.69358 -5.23112 -5.35330 0.1223
H 0.85967 -3.50699 -7.66136 0.1192
H 0.95095 -5.25672 -7.65429 0.1253
H 2.93583 -3.15979 -7.62560 0.0850
H -0.28228 -3.72471 -4.70251 0.0942
C -1.01655 4.95488 4.70921 -0.2979
C -2.23743 5.78587 4.52145 -0.2127
O -2.61518 5.84285 3.10407 -0.0854
O -1.06686 3.57315 4.45320 -0.0419
H -0.64644 5.20787 5.70274 0.1205
H -0.19273 5.30602 4.08782 0.1191
H -2.01486 6.75233 4.97370 0.1144
H -3.03851 5.29625 5.07520 0.1239
H -1.87675 5.90002 2.49329 0.0750
H -1.39278 3.49371 3.55372 0.0854
```

Values from the calculation:
Charge: 0
Energy above the lowest of the compared OMol25 structures with the same formula, charge and spin, eV: 22.801
Largest force on an atom, eV/A: 3.71
E_LUMO, eV: -5.2
DFT total energy, Eh: -3989.20916
Spin multiplicity: 1
HOMO energy, eV: -7.133



- Which of these has the lowest largest force on an atom?
  C14H41N3O5



- Among the records above, which one has the highest largest force on an atom?
  C14H41BN6O4P2



- Among the records above, which one has the lowest DFT total energy?
  C14H42AlO26S3Y



- charge of number 3 (C14H42AlO26S3Y)?
  0